Record 1
ORCA calculation (ωB97M-V/def2-TZVPD) on one molecule with the formula C4H8O3.

## Properties
charge = 0
structure (SMILES) = C[C@@H](O)[C@@H](O)C=O
E_tot = -10419.62151 eV
largest force on an atom = 0.51 eV Å⁻¹
relative energy (zero: lowest compared OMol25 entry of this formula, charge and spin) = 31.9 kcal per mole

Element x y z (Å)
1 C -0.80 0.63 -1.41
2 C -0.73 -0.46 -0.35
3 O -0.06 -1.56 -0.94
4 C 0.01 -0.05 0.95
5 O 0.47 -1.20 1.61
6 C 1.17 0.90 0.74
7 O 2.29 0.61 1.12
8 H -1.45 0.30 -2.23
9 H -1.20 1.57 -1.01
10 H 0.20 0.81 -1.83
11 H -1.75 -0.75 -0.05
12 H 0.18 -2.13 -0.19
13 H -0.71 0.50 1.59
14 H 1.42 -1.06 1.73
15 H 0.96 1.88 0.28



Record 2
ORCA calculation (ωB97M-V/def2-TZVPD) on one molecule with the formula C4H8O3 at a distorted geometry.

## Properties
charge = 0
structure (SMILES) = COC(=O)CCO
E_tot = -10419.16984 eV
largest force on an atom = 1.92 eV Å⁻¹
relative energy (zero: lowest compared OMol25 entry of this formula, charge and spin) = 42.3 kcal per mole

Element x y z (Å)
1 C -2.75 -0.07 -0.06
2 O -1.45 0.19 0.36
3 C -0.48 0.42 -0.51
4 O -0.65 0.88 -1.62
5 C 0.65 -0.19 0.42
6 C 2.00 0.09 -0.10
7 O 2.97 -0.43 0.78
8 H -2.76 -0.93 -0.74
9 H -3.22 -0.33 0.89
10 H -3.17 0.81 -0.52
11 H 0.50 0.21 1.44
12 H 0.44 -1.27 0.55
13 H 2.03 -0.37 -1.10
14 H 2.05 1.18 -0.20
15 H 3.83 -0.20 0.40



Record 3
ORCA calculation (ωB97M-V/def2-TZVPD) on a 2-piece molecular cluster, C4H8O3 overall.

## Properties
charge = 0
E_tot = -10416.62307 eV
largest force on an atom = 0.66 eV Å⁻¹
relative energy (zero: lowest compared OMol25 entry of this formula, charge and spin) = 101.0 kcal per mole

Element x y z (Å)
1 C 1.46 1.94 -1.17
2 C -0.39 -0.40 -1.82
3 O -0.05 -0.95 -0.66
4 C -0.75 -0.52 0.47
5 O -1.13 0.60 0.62
6 C -0.89 -1.62 1.49
7 O -1.42 -1.14 2.68
8 H 1.37 2.70 -0.39
9 H 1.97 1.06 -0.76
10 H 2.04 2.34 -2.01
11 H 0.41 -0.80 -2.49
12 H 0.46 1.68 -1.50
13 H -1.52 -2.40 1.03
14 H 0.10 -2.06 1.65
15 H -1.71 -0.23 2.52



Record 4
ORCA calculation (ωB97M-V/def2-TZVPD) on one molecule with the formula C4H8O3.

## Properties
charge = 0
E_tot = -10417.25493 eV
largest force on an atom = 0.41 eV Å⁻¹
relative energy (zero: lowest compared OMol25 entry of this formula, charge and spin) = 86.4 kcal per mole

Element x y z (Å)
1 O 1.69 0.80 -1.96
2 C 0.52 0.60 -1.20
3 C 1.00 0.22 0.21
4 C -0.20 -0.08 1.02
5 O -0.69 0.86 1.75
6 C -1.06 -1.29 0.89
7 O -2.13 -0.51 0.49
8 H 1.43 1.05 -2.85
9 H -0.11 -0.21 -1.61
10 H -0.10 1.50 -1.14
11 H 1.55 1.06 0.64
12 H 1.64 -0.67 0.14
13 H -0.65 -1.99 0.13
14 H -1.20 -1.85 1.84
15 H -1.69 0.52 1.65